# C2H6INS

A 2-piece molecular cluster, C2H6INS overall at a distorted geometry (ωB97M-V/def2-TZVPD, OMol25).

Calculated values
frontier orbital gap (spin up / spin down) = 5.680 / 5.703 eV
E = -830.27316 hartree
ΔE to the lowest compared entry with this formula, charge and spin = 2.486 eV

Last column: Mulliken charge in e.
CARTESIAN COORDINATES (ANGSTROEM)
C: -0.467 -0.728 0.252  -0.3758
C: 0.688 0.064 -0.356  -0.2211
N: 1.862 -0.414 0.283  -0.5569
S: 0.442 -3.842 -0.214  -0.0419
I: 3.677 0.456 -0.082  0.0534
H: -0.449 -0.575 1.335  0.3208
H: -1.365 -0.514 -0.204  0.3935
H: -0.207 -1.840 0.026  -0.4514
H: 0.514 -0.049 -1.416  0.2630
H: 0.706 1.211 -0.166  0.3106
H: 2.059 -1.487 0.204  0.3056